Record 1
{"formula": "C3H4NO3S3", "method": "ωB97M-V/def2-TZVPD", "elements": ["C", "C", "C", "N", "O", "O", "O", "S", "S", "S", "H", "H", "H", "H"], "xyz": [[-2.162, -0.401, -0.810], [0.290, -0.136, -1.038], [-1.499, 0.090, 0.338], [-2.782, -0.999, -1.565], [2.558, -1.276, -0.381], [2.671, 1.072, -0.547], [1.488, 0.147, 1.456], [-1.373, 1.830, 0.627], [-1.665, -1.003, 1.523], [1.814, -0.040, -0.190], [0.100, 0.739, -1.670], [-0.039, -1.180, -1.337], [-1.257, 1.807, 1.921], [1.858, -0.651, 1.672]], "forces_ev_per_angstrom": [[-0.322, 1.222, 1.336], [2.113, -1.093, -1.056], [-1.555, 1.315, -0.978], [-0.577, -0.616, -1.787], [-1.335, -0.436, 1.039], [-1.685, 0.536, 0.146], [-0.958, 2.525, -3.421], [-0.090, 0.815, -1.593], [0.397, -2.033, 2.742], [1.954, 0.552, -0.490], [-0.111, -0.422, 0.438], [0.704, 1.578, 0.516], [0.119, -0.360, 1.077], [1.346, -3.582, 2.032]], "nbo_charge": [0.239, -0.611, -0.682, -0.430, -0.966, -0.943, -0.839, -0.020, -0.077, 2.238, 0.229, 0.254, 0.132, 0.476], "gap_ha": [0.201, 0.223], "e_tot_ha": -1591.639375, "spin_multiplicity": 3, "charge": -1, "s_squared": 2.009}


Record 2
{"formula": "C3H4NO4P", "method": "ωB97M-V/def2-TZVPD", "elements": ["O", "C", "C", "C", "N", "P", "O", "O", "O", "H", "H", "H", "H"], "xyz": [[-0.752, 1.117, 2.654], [-0.243, 0.472, 1.731], [-0.232, 0.736, 0.282], [0.084, -0.748, 0.111], [0.123, -0.810, 1.647], [1.836, -1.636, 2.221], [1.908, -1.442, 3.704], [1.664, -3.089, 1.748], [2.718, -0.763, 1.367], [-1.257, 1.075, -0.192], [0.561, 1.321, 0.039], [-0.753, -1.445, -0.317], [0.946, -0.973, -0.570]], "forces_ev_per_angstrom": [[0.821, 0.265, -0.075], [-2.261, 0.135, 1.478], [-4.253, -0.816, -1.638], [-0.957, -1.382, -0.390], [1.886, -1.801, -1.421], [-0.113, -1.437, -0.169], [-0.256, 0.250, 0.272], [-0.182, 1.248, 0.081], [0.309, 0.248, -0.270], [1.925, -0.178, 0.881], [2.261, 1.974, -1.111], [0.947, 1.388, 0.895], [-0.126, 0.107, 1.467]], "nbo_charge": [-0.706, 0.651, -0.519, -0.202, -0.677, 2.463, -1.221, -1.243, -1.250, 0.154, 0.210, 0.139, 0.201], "gap_ha": 0.237, "e_tot_ha": -813.840589, "smiles": "O=C1CCN1P(=O)([O-])[O-]", "charge": -2}


Record 3
{"formula": "C3H4NO5S", "method": "ωB97M-V/def2-TZVPD", "elements": ["C", "C", "C", "N", "O", "O", "O", "O", "O", "S", "H", "H", "H", "H"], "xyz": [[-0.640, 0.026, -1.228], [-0.166, 1.209, 1.236], [0.270, 0.460, -0.067], [-1.852, -0.132, -0.779], [0.861, 1.793, 1.717], [-0.210, -0.193, -2.386], [-1.363, 1.238, 1.534], [1.498, 0.798, -0.379], [0.247, -1.348, 0.558], [1.739, -1.811, 0.744], [-1.802, -0.068, 0.279], [-2.494, -0.808, -1.342], [1.881, 1.055, 0.553], [2.031, -2.220, -0.440]], "forces_ev_per_angstrom": [[3.173, 0.106, -2.380], [1.353, 0.845, -0.414], [0.626, -0.822, -0.249], [-3.050, -2.018, 0.361], [-1.399, -0.793, 0.333], [-0.862, 0.494, 2.159], [0.124, -0.238, 0.443], [0.184, -0.920, 0.787], [-0.434, 1.813, -0.496], [0.436, 0.009, 2.100], [-1.332, -0.055, -1.231], [1.637, 1.824, 1.691], [-0.921, 0.340, -1.259], [0.465, -0.586, -1.845]], "nbo_charge": [0.620, 0.720, 0.354, -0.812, -0.753, -0.657, -0.710, -0.642, -0.855, 0.324, 0.453, 0.394, 0.526, 0.038], "gap_ha": 0.294, "e_tot_ha": -945.907153, "charge": -1}


Record 4
{"formula": "C3H4NOP", "method": "ωB97M-V/def2-TZVPD", "elements": ["O", "C", "C", "C", "N", "P", "H", "H", "H", "H"], "xyz": [[1.548, -1.968, 0.021], [1.084, -0.882, 0.051], [-0.407, -0.618, 0.079], [-0.622, 0.867, 0.020], [0.566, 1.714, 0.102], [1.859, 0.919, 0.040], [-0.872, -1.092, -0.759], [-0.677, -1.194, 0.955], [-0.993, 1.139, -1.029], [-1.486, 1.114, 0.520]], "forces_ev_per_angstrom": [[1.285, -1.024, 0.043], [-1.121, 1.609, -0.560], [1.150, -0.172, 0.140], [-0.476, 0.211, -3.518], [-2.306, 0.006, 0.710], [3.343, -1.296, 0.136], [-0.209, -0.503, -0.563], [-0.692, 0.403, 0.533], [0.433, -0.570, 0.950], [-1.407, 1.337, 2.129]], "nbo_charge": [-0.506, 0.327, -0.572, -0.262, -0.794, 0.886, 0.250, 0.248, 0.208, 0.216], "gap_ha": 0.297, "e_tot_ha": -588.000630, "smiles": "O=C1CCN=P1", "charge": 0}


Record 5
{"formula": "C3H4NOP", "method": "ωB97M-V/def2-TZVPD", "elements": ["C", "C", "P", "N", "O", "C", "H", "H", "H", "H"], "xyz": [[-0.760, 0.458, 0.268], [0.289, 1.291, 0.394], [1.890, 0.940, -0.271], [1.673, -1.171, 0.227], [0.453, -1.556, 0.177], [-0.543, -0.775, -0.520], [-1.677, 0.586, 0.823], [0.213, 2.180, 1.007], [-1.417, -1.422, -0.594], [-0.120, -0.532, -1.512]], "forces_ev_per_angstrom": [[0.209, -0.018, -0.117], [-0.085, 0.056, -0.155], [-0.437, -3.281, 0.876], [1.072, 3.508, -0.992], [-0.316, -1.030, 0.319], [-0.389, 0.711, -0.250], [-0.118, 0.099, 0.026], [-0.075, 0.112, 0.122], [0.182, 0.062, -0.026], [-0.043, -0.219, 0.197]], "nbo_charge": [-0.210, -0.607, 0.551, -0.153, -0.296, -0.149, 0.215, 0.236, 0.214, 0.198], "gap_ha": [0.265, 0.326], "e_tot_ha": -587.878520, "smiles": "C1=CP=NOC1", "charge": 0}


Record 6
{"formula": "C3H4NOS", "method": "ωB97M-V/def2-TZVPD", "elements": ["C", "C", "C", "N", "O", "S", "H", "H", "H", "H"], "xyz": [[0.554, -0.724, -0.347], [-0.715, -2.101, 1.914], [0.138, 1.566, -0.984], [0.151, 0.420, -0.081], [-1.825, -2.326, 1.624], [0.436, -1.835, 3.027], [0.911, -1.077, -1.379], [-0.881, 1.966, -1.155], [0.560, 1.510, -1.951], [0.670, 2.600, -0.670]], "forces_ev_per_angstrom": [[-0.219, -2.880, 0.183], [-0.160, 0.674, 0.951], [-0.095, 3.021, 0.779], [-0.217, 2.646, 0.322], [0.917, -0.037, -0.676], [-0.245, -0.294, -0.670], [-0.002, 0.932, -0.012], [0.077, -0.565, 0.271], [0.706, -1.144, -1.599], [-0.764, -2.352, 0.450]], "nbo_charge": [-0.224, 0.476, -0.451, -0.581, -0.528, -0.191, 0.035, 0.170, 0.144, 0.150], "gap_ha": [0.183, 0.183], "e_tot_ha": -644.809748, "charge": -1}


Record 7
{"formula": "C3H4NP", "method": "ωB97M-V/def2-TZVPD", "elements": ["C", "C", "C", "N", "P", "H", "H", "H", "H"], "xyz": [[-0.488, -1.140, -0.556], [-0.770, 0.094, -0.887], [1.102, 0.140, 0.873], [0.869, -1.077, 0.779], [0.298, 1.391, -0.196], [-0.803, -2.130, -0.795], [-1.499, 0.374, -1.635], [1.830, 0.506, 1.585], [-0.539, 1.844, 0.831]], "forces_ev_per_angstrom": [[3.137, 0.719, 3.114], [-0.050, 0.191, -0.200], [-0.009, 0.957, -0.206], [-2.861, -1.359, -2.745], [0.098, -0.221, -0.217], [-0.153, -0.300, -0.131], [-0.136, -0.137, -0.071], [0.280, -0.078, 0.277], [-0.306, 0.227, 0.178]], "nbo_charge": [-0.007, -0.576, -0.224, -0.361, 0.511, 0.217, 0.249, 0.204, -0.011], "gap_ha": 0.370, "e_tot_ha": -512.713705, "charge": 0}


Record 8
{"formula": "C3H4NP", "method": "ωB97M-V/def2-TZVPD", "elements": ["C", "C", "C", "N", "P", "H", "H", "H", "H"], "xyz": [[0.892, -0.241, 0.441], [0.905, 0.998, -0.162], [-1.241, -0.808, -0.185], [-0.036, -1.189, 0.127], [-2.121, 0.619, 0.252], [1.608, -0.606, 1.115], [1.692, 1.747, -0.115], [-1.848, -1.728, -0.630], [0.149, 1.208, -0.843]], "forces_ev_per_angstrom": [[-0.655, 1.722, -1.438], [1.137, -1.299, 1.601], [-1.550, -2.470, -0.424], [0.162, 0.117, -0.031], [0.023, 0.042, -0.197], [1.273, -0.118, 0.695], [-0.096, -0.327, 0.544], [0.788, 2.092, 0.677], [-1.082, 0.240, -1.426]], "nbo_charge": [-0.009, -0.404, -0.411, -0.399, 0.388, 0.202, 0.214, 0.230, 0.189], "gap_ha": [0.256, 0.246], "e_tot_ha": -512.671305, "charge": 0}


Record 9
{"formula": "C3H4NPS", "method": "ωB97M-V/def2-TZVPD", "elements": ["C", "C", "N", "P", "C", "S", "H", "H", "H", "H"], "xyz": [[1.393, 0.520, 1.055], [0.431, 0.157, -0.016], [0.185, 0.482, -1.197], [-1.028, -0.070, -2.150], [-1.890, -0.878, -0.991], [-1.308, -0.914, 0.645], [0.918, 1.312, 1.612], [2.422, 1.096, 0.683], [1.734, -0.418, 1.526], [-2.858, -1.286, -1.167]], "forces_ev_per_angstrom": [[2.951, 0.952, -1.609], [-2.951, -0.483, -0.541], [2.585, 0.114, 1.596], [-0.846, 0.213, -1.885], [0.345, 0.062, 2.151], [1.744, 0.828, -1.337], [-0.176, -0.352, 1.010], [-2.731, -1.701, 0.302], [-0.431, 0.836, 0.486], [-0.490, -0.468, -0.172]], "nbo_charge": [-0.710, 0.354, -0.769, 0.821, -0.843, 0.136, 0.258, 0.244, 0.255, 0.253], "gap_ha": 0.317, "e_tot_ha": -910.956254, "smiles": "Cc1npcs1", "charge": 0}


Record 10
{"formula": "C3H4NaO5", "method": "ωB97M-V/def2-TZVPD", "elements": ["C", "C", "O", "O", "H", "H", "H", "O", "C", "O", "O", "Na", "H"], "xyz": [[-1.389, -0.159, 1.637], [-1.738, -1.402, 1.046], [-0.953, -2.395, 0.968], [-1.572, 0.968, 1.057], [-0.581, -0.191, 2.392], [-2.690, -1.425, 0.483], [-0.567, 1.234, -0.096], [2.344, 1.898, -1.309], [1.418, 0.947, -1.256], [1.726, -0.247, -1.226], [0.219, 1.388, -1.163], [0.862, -2.369, -0.463], [2.921, 1.754, -2.071]], "forces_ev_per_angstrom": [[2.043, -0.151, -0.202], [-0.204, -0.137, -0.955], [-0.092, 0.246, 0.324], [0.343, 0.594, -1.352], [-0.336, -0.177, 0.135], [0.173, -0.013, 0.068], [0.752, -0.355, -1.260], [0.503, 0.976, -0.926], [-1.202, -1.379, 1.254], [0.223, -0.467, -0.215], [-2.217, 0.427, 2.543], [-0.284, 0.666, 0.211], [0.298, -0.230, 0.374]], "nbo_charge": [0.175, 0.226, -0.753, -0.711, 0.117, 0.124, 0.575, -0.689, 1.006, -0.787, -0.758, 0.978, 0.496], "gap_ha": [0.235, 0.310], "e_tot_ha": -655.188403, "spin_multiplicity": 2, "charge": 0, "s_squared": 0.756}


Record 11
{"formula": "C3H4NdO4", "method": "ωB97M-V/def2-TZVPD", "elements": ["O", "C", "C", "O", "O", "C", "H", "H", "H", "Nd", "O", "H"], "xyz": [[-0.603, 1.566, -0.240], [-0.186, -1.224, -0.644], [0.570, 1.497, 0.540], [-0.101, -1.670, -1.824], [0.927, -0.870, -0.017], [0.880, 0.105, 0.965], [0.505, 2.122, 1.446], [1.388, 1.891, -0.092], [1.536, -0.110, 1.809], [-2.364, -2.810, -1.933], [-1.311, -1.321, -0.031], [-1.241, 0.825, 0.021]], "forces_ev_per_angstrom": [[-0.698, -1.557, 0.214], [-4.135, -2.873, -3.495], [-2.499, -0.665, 1.196], [0.458, 0.510, 1.069], [0.371, 2.582, 4.468], [2.978, -0.512, -4.165], [0.073, 0.049, -0.192], [0.513, -0.477, 0.283], [-0.288, -0.280, 0.241], [0.907, 0.729, 0.432], [1.354, 0.852, 0.241], [0.966, 1.641, -0.293]], "nbo_charge": [-0.655, 0.967, -0.231, -0.759, -0.403, 0.636, 0.263, 0.339, 0.256, 1.916, -0.823, 0.495], "gap_ha": [0.203, 0.292], "e_tot_ha": -978.370925, "spin_multiplicity": 5, "charge": 2, "s_squared": 6.003}


Record 12
{"formula": "C3H4O", "method": "ωB97M-V/def2-TZVPD", "elements": ["C", "C", "C", "O", "H", "H", "H", "H"], "xyz": [[-1.542, -0.451, 0.013], [-0.677, 0.579, -0.077], [0.838, 0.437, 0.071], [1.456, -0.589, -0.077], [-2.665, -0.384, 0.157], [-1.008, -1.394, 0.274], [-1.021, 1.571, -0.358], [1.330, 1.522, 0.501]], "forces_ev_per_angstrom": [[0.873, -0.120, 1.556], [-0.315, -0.286, -0.908], [-0.137, 1.397, 1.095], [-0.360, 1.189, 0.128], [1.652, 0.018, -0.751], [-0.966, 0.392, -0.334], [0.055, 0.100, 0.421], [-0.801, -2.690, -1.206]], "nbo_charge": [-0.320, -0.326, 0.421, -0.510, 0.223, 0.211, 0.205, 0.095], "gap_ha": 0.374, "e_tot_ha": -191.886074, "smiles": "C=CC=O", "charge": 0}